130
Properties=species:S:1:pos:R:3 method="wB97M-V/def2-TZVPD" gap_ev=8.48 total_energy_ha=-2920.3342 multiplicity=1 charge=-1
O -1.51505 -1.62763 -2.15843
O 5.53246 2.91283 -4.76959
O 0.10253 1.96605 -0.02867
O -3.70154 1.93668 -3.07632
O 2.04179 -0.31395 -0.25698
O -3.19214 4.67389 -3.57980
O -0.66099 5.75319 -4.03571
O -4.39150 -1.76669 3.21125
O -2.15335 1.01649 -0.06653
O 1.09081 3.90829 0.51646
O -5.67639 -1.94307 -1.42642
O -0.98557 4.99926 -1.28683
O -3.42718 -0.80885 -0.02039
O -0.77719 0.47139 -1.80996
O -3.16820 -2.07677 -4.83583
O -3.10396 -4.08707 -0.71287
O -1.40036 2.81666 -1.55769
O 1.79355 6.79789 0.28004
O -1.02129 8.10249 -0.89143
O -4.73050 1.77237 1.24186
N 2.13019 -1.19542 0.84949
N -4.03144 -3.00463 3.78965
N 4.16723 2.55572 -4.55321
C 2.47109 0.81093 -4.52891
C 2.04737 3.05402 -3.42934
C 3.98492 1.11100 -4.55999
C 0.29052 3.24371 -0.08261
C -1.99161 -3.09231 2.45234
C -2.59218 -3.17674 3.86061
C 3.35586 -3.00599 2.70029
C -1.54128 -0.57164 -1.59918
C -6.35014 -3.57610 4.21598
C 1.69932 1.55927 -3.42877
C 2.37687 -3.45083 1.63487
C -4.54276 -4.78064 5.38820
C 2.90972 -1.63096 3.18145
C 4.18200 3.44080 -2.16910
C 4.13487 -0.04697 1.72046
C 2.32444 -2.56089 0.38499
C 3.65681 4.84677 -4.11010
C -0.71515 3.84752 -1.09412
C 4.55790 0.56571 -5.86669
C 4.65963 0.34662 -3.39292
C -2.51534 -0.18067 -0.48505
C 3.65423 -2.75387 -0.35639
C -4.96994 -3.41416 4.83787
C -5.09010 -2.41724 6.02189
C 1.18067 -3.05194 -0.49038
C -1.84893 -2.11035 4.68443
C 3.52100 3.40980 -3.57074
C -3.04641 -4.85776 5.67590
C -2.26212 -4.56834 4.39753
C 1.82225 0.50929 2.61713
C 2.74428 -0.58343 2.05073
B -1.04414 1.54492 -0.88602
H 2.02663 -1.83555 3.80010
H -2.82144 -4.07294 6.40236
H 2.33648 -0.26394 -4.39177
H -4.89061 -5.56888 4.71871
H -1.19646 -4.74221 4.56449
H 4.36451 -2.85568 2.29809
H 4.27846 1.18921 -6.71921
H 1.91963 1.09004 -2.46612
H -5.13571 -1.41800 5.58006
H 3.74878 4.22841 -1.55052
H 2.69724 6.96557 0.56420
H 2.27235 0.87623 3.53624
H -2.59915 -3.27681 -0.57286
H -6.29029 -4.13289 3.28251
H 4.71530 5.11292 -4.12090
H 1.63537 1.20909 1.80319
H 2.05046 1.05829 -5.50656
H -5.38875 -1.35958 -2.13770
H -3.21315 5.22110 -2.78752
H -2.27665 4.76597 -3.90495
H -6.05370 -2.47474 6.53300
H 5.27325 3.52166 -2.15219
H 4.02996 2.54718 -1.54963
H 1.23923 -2.45981 -1.40283
H 1.26261 -4.11881 -0.69644
H 5.74685 0.41842 -3.34620
H 3.63515 -1.25797 3.91396
H 4.12447 0.42919 0.73592
H 3.30352 4.94517 -5.13753
H -2.87231 -2.23017 -5.73839
H 4.36608 -0.70186 -3.46969
H -4.01590 2.30669 1.60135
H -2.47547 -3.77387 1.74823
H 3.77806 -2.19223 -1.28985
H -4.93388 -4.94007 6.39907
H 1.36094 -3.44995 2.04346
H 1.44893 3.53244 -4.20672
H 3.84894 -3.78750 -0.66187
H -3.36600 2.77886 -3.43468
H -2.51785 -5.34060 3.66350
H -6.79629 -2.59201 4.03076
H -1.83247 -1.12433 4.20567
H 4.18875 -0.44268 -6.05397
H 1.14469 0.02873 -0.16412
H 0.85777 0.06825 2.87489
H -2.36391 -2.12056 -4.30100
H 4.31298 0.79258 2.40528
H -0.77031 7.17171 -0.84446
H 5.64727 0.59970 -5.85189
H -2.32745 -1.94112 5.65466
H -0.92926 -3.34058 2.46594
H 3.17681 5.61844 -3.50495
H -2.76160 -5.84374 6.04421
H 2.65694 -4.49267 1.44856
H 4.54730 -2.46873 0.20712
H -4.23582 2.20191 -2.32078
H 1.76108 5.84081 0.11085
H 5.02515 -0.67053 1.78323
H -4.32022 -2.61071 6.76474
H -0.78168 -2.28911 4.82944
H 1.65820 3.37788 -2.45952
H 4.23243 0.66735 -2.43934
H 0.03962 6.18438 -4.53548
H -4.01491 -3.83968 -0.51269
H 3.42275 -3.74881 3.49551
H -5.19439 -1.62926 -0.64827
H 5.95636 2.57163 -3.96127
H -2.10110 -2.11113 1.98551
H -4.34447 0.88858 1.15009
H -7.10853 -3.98986 4.88580
H 0.62073 1.48433 -3.54988
H 0.24100 -2.96267 0.05954
H -0.22974 8.57248 -0.60964
H -0.50825 6.01067 -3.11395
H -4.27093 -1.12226 3.92867